Entry 1:
Entry from OMol25: a molecular structure, C17H25Cl21N2O4PS at a distorted geometry (ωB97M-V/def2-TZVPD).

Element x y z (Å)
C: 0.204 4.548 2.238
C: -0.225 3.881 1.067
N: -0.943 2.896 0.120
C: -1.375 3.734 -1.060
C: -0.170 4.412 -1.934
C: -0.557 4.924 -3.439
C: -0.410 3.738 -4.610
C: -1.967 5.710 -3.617
N: -2.413 2.980 -1.859
C: -3.124 1.904 -1.087
C: -4.378 1.388 -2.066
C: -2.230 4.983 -0.333
O: -3.277 4.738 0.504
O: -1.895 6.412 -0.488
P: 0.231 1.634 -0.212
O: 1.841 2.356 -0.010
O: 0.102 0.390 1.040
S: 0.170 0.805 -1.963
H: 0.478 5.148 3.212
H: 0.775 3.699 -2.101
H: 0.302 5.358 -1.378
H: 0.297 5.707 -3.735
H: -0.322 2.692 -4.094
H: 0.502 3.947 -5.315
H: -1.435 3.713 -5.221
H: -2.882 5.290 -3.026
H: -2.295 5.798 -4.761
H: -1.801 6.836 -3.260
H: -2.028 2.517 -2.709
H: -2.497 0.939 -0.861
H: -3.628 2.231 -0.087
H: -4.309 1.996 -3.090
H: -5.425 1.526 -1.562
H: -4.155 0.258 -2.379
H: 2.314 2.188 -0.884
H: 0.822 0.567 1.729
C: 3.222 -1.713 1.541
Cl: 3.426 -0.800 3.046
Cl: 2.723 -0.639 0.223
Cl: 4.721 -2.560 1.120
H: 2.437 -2.458 1.694
C: 2.211 -5.714 2.054
Cl: 2.414 -4.800 3.559
Cl: 1.712 -4.639 0.736
Cl: 3.709 -6.560 1.633
H: 1.425 -6.458 2.207
C: -1.500 -6.628 4.311
Cl: -1.297 -5.715 5.816
Cl: -1.999 -5.554 2.993
Cl: -0.002 -7.475 3.890
H: -2.285 -7.373 4.464
C: 3.388 2.913 -4.395
Cl: 2.129 1.787 -4.928
Cl: 4.160 3.689 -5.788
Cl: 2.711 4.130 -3.300
H: 4.149 2.346 -3.852
C: 0.427 4.834 6.439
Cl: 0.955 6.249 5.512
Cl: -1.338 4.688 6.401
Cl: 1.187 3.361 5.813
H: 0.740 4.968 7.478
C: 2.363 -10.625 1.811
Cl: 1.103 -11.751 1.277
Cl: 3.134 -9.849 0.417
Cl: 1.686 -9.408 2.905
H: 3.124 -11.192 2.354
C: -1.057 -7.745 0.067
Cl: 0.659 -8.186 0.094
Cl: -1.338 -6.406 -1.059
Cl: -2.052 -9.144 -0.369
H: -1.344 -7.417 1.070

**F_max**: 9.914 eV Å⁻¹
**Kohn-Sham gap**: 5.268 eV
**Total charge**: -1
**LUMO level**: 1.17 eV
**E_HOMO**: -4.098 eV
**Multiplicity**: 1



Entry 2:
Entry from OMol25: a molecular structure, C17H25CoN10P (ωB97M-V/def2-TZVPD).

Element x y z (Å)
Co: -0.210 -1.141 0.640
C: 0.276 3.937 2.212
N: 0.109 2.792 1.305
C: -0.035 2.877 -0.053
C: -0.172 1.606 -0.526
N: -0.099 0.758 0.550
C: 0.069 1.496 1.651
P: 0.218 0.809 3.331
C: 1.425 -0.466 2.835
N: 1.245 -1.315 1.816
C: 2.339 -2.137 1.734
C: 3.192 -1.772 2.730
N: 2.605 -0.738 3.411
C: 3.212 -0.033 4.548
C: -1.212 -0.308 3.130
N: -1.435 -1.070 2.052
C: -2.605 -1.758 2.234
C: -3.107 -1.382 3.443
N: -2.228 -0.483 3.987
C: -2.423 0.186 5.281
H: 0.354 4.841 1.616
H: 1.185 3.821 2.797
H: -0.584 4.021 2.872
H: -0.037 3.816 -0.580
H: -0.309 1.270 -1.539
H: 2.434 -2.931 1.013
H: 4.151 -2.179 3.003
H: 3.715 0.868 4.201
H: 3.941 -0.688 5.015
H: 2.449 0.224 5.277
H: -3.006 -2.450 1.514
H: -4.007 -1.689 3.948
H: -2.996 1.101 5.144
H: -1.460 0.416 5.729
H: -2.969 -0.483 5.940
C: -3.723 -5.090 -2.424
C: -2.448 -5.928 -2.398
C: -2.233 -6.660 -1.076
C: -1.228 -5.114 -2.841
N: -0.999 -3.914 -2.001
C: -1.328 -2.639 -2.267
N: -0.944 -1.910 -1.241
N: -0.404 -2.783 -0.378
N: -0.436 -3.988 -0.805
H: -4.570 -5.683 -2.085
H: -3.952 -4.732 -3.429
H: -3.661 -4.219 -1.760
H: -2.535 -6.687 -3.181
H: -1.966 -5.983 -0.259
H: -1.432 -7.396 -1.155
H: -3.143 -7.180 -0.787
H: -1.366 -4.737 -3.854
H: -0.314 -5.704 -2.803
H: -1.802 -2.291 -3.171

**F_max**: 0.831 eV Å⁻¹
**Kohn-Sham gap**: 6.632 eV
**Total charge**: +3
**LUMO level**: -11.62 eV
**E_HOMO**: -18.255 eV
**Multiplicity**: 1